Below is 2 unconnected molecules or ions with the total composition C35H33N3O2 at a distorted geometry, with properties calculated with ωB97M-V/def2-TZVPD.

Output
HOMO energy ... -6.13 eV
LUMO ... -0.0854 Eh
Multiplicity ... 1

Last columns: bonded neighbours and bond lengths (Å).
Element x y z (Å)
1 C -6.2266 1.3973 4.6859  C2 1.498, H12 1.095, H13 1.098, H14 1.099
2 C -4.7643 1.0980 4.5645  C1 1.498, C3 1.398, C11 1.405
3 C -3.8452 2.1359 4.3871  C2 1.398, C4 1.390, H15 1.093
4 C -2.4825 1.8924 4.2593  C3 1.390, C5 1.423, H16 1.082
5 C -1.9785 0.5612 4.2641  C4 1.423, C6 1.421, C10 1.432
6 C -0.6056 0.2411 4.0819  C5 1.421, N7 1.372, H17 1.085
7 N 0.3564 1.1659 3.7637  C6 1.372, O8 1.277, O9 1.273
8 O 1.5928 0.8506 3.8117  N7 1.277
9 O 0.0121 2.3134 3.3331  N7 1.273
10 C -2.9315 -0.4873 4.4713  C5 1.432, C11 1.384, H18 1.096
11 C -4.2816 -0.2209 4.6161  C2 1.405, C10 1.384, H19 1.093
12 H -6.7871 0.5158 5.0145  C1 1.095
13 H -6.4072 2.2148 5.3959  C1 1.098
14 H -6.6382 1.7174 3.7183  C1 1.099
15 H -4.1845 3.1743 4.3682  C3 1.093
16 H -1.7805 2.7062 4.1331  C4 1.082
17 H -0.2481 -0.7704 4.2432  C6 1.085
18 H -2.5544 -1.5156 4.5174  C10 1.096
19 H -4.9804 -1.0430 4.7920  C11 1.093
20 C 6.4982 -0.8541 1.2341  N21 1.464, H49 1.097, H50 1.100, H51 1.098
21 N 5.8588 0.2818 0.5680  C20 1.464, C22 1.425, C28 1.410
22 C 6.6043 0.8247 -0.5180  N21 1.425, C23 1.406, C27 1.405
23 C 6.7564 0.0933 -1.7091  C22 1.406, C24 1.394, H52 1.095
24 C 7.5267 0.6149 -2.7476  C23 1.394, C25 1.401, H53 1.090
25 C 8.1781 1.8452 -2.5866  C24 1.401, C26 1.399, H54 1.091
26 C 8.0721 2.5450 -1.3794  C25 1.399, C27 1.393, H55 1.091
27 C 7.2975 2.0341 -0.3403  C22 1.405, C26 1.393, H56 1.093
28 C 4.4497 0.3148 0.5715  N21 1.410, C29 1.411, C48 1.410
29 C 3.7940 1.4381 1.1175  C28 1.411, C30 1.374, H57 1.091
30 C 2.4222 1.4657 1.1880  C29 1.374, C31 1.426, H58 1.085
31 C 1.6201 0.4208 0.6410  C30 1.426, C32 1.410, C47 1.426
32 C 0.2194 0.5824 0.6620  C31 1.410, C33 1.407, H59 1.088
33 C -0.7309 -0.0089 -0.1898  C32 1.407, C34 1.429, C46 1.429
34 C -2.1069 0.2212 0.1198  C33 1.429, C35 1.373, H60 1.093
35 C -3.1134 -0.3807 -0.5941  C34 1.373, C36 1.413, H61 1.093
36 C -2.8053 -1.2095 -1.6957  C35 1.413, N37 1.411, C45 1.408
37 N -3.8667 -1.8133 -2.4031  C36 1.411, C38 1.463, C39 1.423
38 C -4.2870 -3.1196 -1.8960  N37 1.463, H62 1.096, H63 1.103, H64 1.098
39 C -4.0827 -1.5558 -3.7858  N37 1.423, C40 1.401, C44 1.408
40 C -3.3301 -2.2097 -4.7707  C39 1.401, C41 1.397, H65 1.095
41 C -3.5348 -1.8880 -6.1144  C40 1.397, C42 1.401, H66 1.090
42 C -4.5270 -0.9662 -6.4733  C41 1.401, C43 1.400, H67 1.090
43 C -5.3288 -0.3742 -5.4907  C42 1.400, C44 1.390, H68 1.091
44 C -5.1144 -0.6684 -4.1490  C39 1.408, C43 1.390, H69 1.094
45 C -1.4585 -1.4552 -2.0259  C36 1.408, C46 1.386, H70 1.093
46 C -0.4468 -0.7860 -1.3546  C33 1.429, C45 1.386, H71 1.088
47 C 2.3007 -0.7324 0.1521  C31 1.426, C48 1.389, H72 1.088
48 C 3.6882 -0.7698 0.0897  C28 1.410, C47 1.389, H73 1.093
49 H 5.8786 -1.1653 2.0837  C20 1.097
50 H 6.6290 -1.6907 0.5319  C20 1.100
51 H 7.4841 -0.5328 1.5939  C20 1.098
52 H 6.2640 -0.8805 -1.7973  C23 1.095
53 H 7.6208 0.0537 -3.6774  C24 1.090
54 H 8.7777 2.2501 -3.4028  C25 1.091
55 H 8.5974 3.4902 -1.2388  C26 1.091
56 H 7.2089 2.5415 0.6239  C27 1.093
57 H 4.3949 2.2655 1.4978  C29 1.091
58 H 1.9221 2.3135 1.6438  C30 1.085
59 H -0.1730 1.3539 1.3204  C32 1.088
60 H -2.3393 0.8826 0.9581  C34 1.093
61 H -4.1642 -0.2084 -0.3464  C35 1.093
62 H -5.1227 -3.4886 -2.5023  C38 1.096
63 H -3.4498 -3.8355 -1.9458  C38 1.103
64 H -4.6031 -3.0111 -0.8502  C38 1.098
65 H -2.5767 -2.9430 -4.4657  C40 1.095
66 H -2.9170 -2.3627 -6.8765  C41 1.090
67 H -4.6789 -0.7153 -7.5231  C42 1.090
68 H -6.1244 0.3202 -5.7640  C43 1.091
69 H -5.7178 -0.2272 -3.3507  C44 1.094
70 H -1.2352 -2.1681 -2.8232  C45 1.093
71 H 0.5772 -0.8574 -1.7144  C46 1.088
72 H 1.7235 -1.6049 -0.1483  C47 1.088
73 H 4.2056 -1.6171 -0.3674  C48 1.093

Mulliken population analysis, charges in e, atoms 1 to 6:
1 C -1.363
2 C 1.014
3 C -0.540
4 C -0.508
5 C 0.954
6 C -0.955